(1)
# C4H13N2

An isolated ion of composition C4H13N2 and charge +1 (ωB97M-V/def2-TZVPD, the OMol25 dataset).

```
19
C4H13N2 | the OMol25 dataset | ωB97M-V/def2-TZVPD
C 1.73 -0.06 -0.92
N 0.64 -0.27 0.14
C 0.92 -1.18 1.25
C -0.65 -0.63 -0.59
C -1.52 0.62 -0.61
N -1.29 1.46 0.59
H 1.51 -0.88 -1.62
H 2.84 -0.15 -0.55
H 1.66 1.03 -1.42
H 1.56 -2.15 1.10
H 0.04 -1.48 1.96
H 1.52 -0.59 1.85
H -0.52 -1.02 -1.66
H -1.14 -1.53 -0.09
H -1.39 1.21 -1.55
H -2.58 0.25 -0.50
H -1.39 0.96 1.48
H -1.67 2.48 0.51
H -0.26 1.92 0.64
```

Properties
* multiplicity: 1
* total charge: +1
* highest occupied orbital energy: -12.894 eV
* relative energy (zero: lowest compared OMol25 entry of this formula, charge and spin): 76.6 kcal/mol
* SMILES: CN(C)CC[NH3+]
* lowest unoccupied orbital energy: -3.75 eV
* molecular weight: 89.16 g mol⁻¹

(2)
# C2H3N2O

An isolated ion of composition C2H3N2O and charge +1 (ωB97M-V/def2-TZVPD, the OMol25 dataset).

```
8
C2H3N2O | the OMol25 dataset | ωB97M-V/def2-TZVPD
H -0.21 -2.27 -0.35
N -0.44 -1.27 0.00
C 0.10 -0.14 -0.05
C -0.90 1.04 -0.04
N -2.02 0.54 0.03
O -2.43 -0.55 0.07
H 1.01 0.42 0.11
H -0.57 2.13 0.18
```

Properties
* multiplicity: 1
* total charge: +1
* highest occupied orbital energy (alpha / beta): -16.810 / -16.810 eV
* relative energy (zero: lowest compared OMol25 entry of this formula, charge and spin): 115.8 kcal/mol
* SMILES: [H]/N=C/C=[N+]=O
* lowest unoccupied orbital energy (alpha / beta): -7.42 / -7.42 eV
* molecular weight: 71.06 g mol⁻¹

Question: relative energy (zero: lowest compared OMol25 entry of this formula, charge and spin) of number 2 (C2H3N2O)?
Answer: 115.8 kcal/mol